A 2-piece molecular cluster, C7H17NOSi overall. Source: the OMol25 dataset; level of theory: ωB97M-V/def2-TZVPD.

Summary:
gap between HOMO and LUMO	8.06	eV
HOMO energy	-0.2678	Ha

```
27
Properties=species:S:1:pos:R:3:forces:R:3
C -2.074533 -1.765363 -1.431434 0.2 0.0 -2.2
C -1.471121 -0.589023 -1.425713 -0.2 -1.1 5.3
C 0.295123 -1.962518 1.607653 -0.7 -2.3 5.2
C 2.014766 1.381931 0.453763 4.5 -1.9 -4.3
C 1.796077 -0.163730 -1.582690 2.1 -1.1 3.0
C -1.310143 2.708538 -0.128210 -4.0 1.3 2.1
C -0.810970 -0.964585 1.901216 2.2 1.2 -2.0
N 1.285518 0.888025 -0.686503 -3.4 -1.3 0.7
O -1.381943 1.609142 0.737524 0.5 -2.5 -0.2
Si -0.832981 0.085841 0.272005 1.6 2.6 -1.1
H -2.266947 -2.127825 -2.460343 -0.4 -0.4 0.9
H -2.295828 -2.379641 -0.587855 -0.2 -0.2 0.4
H -1.256043 -0.134871 -2.297384 0.8 1.7 -2.8
H 1.140213 -1.483099 1.335979 2.9 1.6 -1.0
H 0.607133 -2.572850 2.605215 -0.7 1.5 -1.9
H 0.150295 -2.771352 0.975374 -0.9 -1.1 -1.7
H 1.431732 2.021319 0.942145 -2.1 2.8 2.2
H 2.493745 0.675626 1.095070 -0.1 -1.1 1.0
H 2.971266 1.881643 0.021115 -1.4 0.0 0.7
H 2.920805 -0.254839 -1.810691 -1.2 1.0 0.5
H 1.619377 -1.145966 -1.095349 0.1 0.0 -0.5
H 1.308322 -0.157065 -2.499544 -1.0 0.2 -1.6
H -0.749717 3.432227 0.436325 0.0 0.9 -0.2
H -2.442846 3.024276 -0.299972 2.4 -0.1 0.3
H -0.892339 2.542803 -1.044571 1.4 -0.7 -2.4
H -0.550157 -0.389507 2.791560 0.3 0.5 -0.4
H -1.698793 -1.389143 2.175309 -2.6 -1.3 0.2
```
Forces are in eV/Å.

A 2-piece molecular cluster, C7H17O3 overall. Source: the OMol25 dataset; level of theory: ωB97M-V/def2-TZVPD.

Summary:
gap between HOMO and LUMO (alpha / beta)	9.14 / 9.95	eV
multiplicity	2
HOMO energy (alpha / beta)	-0.2985 / -0.3443	Ha

```
27
Properties=species:S:1:pos:R:3:forces:R:3
C -1.170058 -3.849671 0.360123 -0.1 -0.1 0.1
O -0.781866 -2.715032 -0.372770 0.2 0.0 -0.1
C -1.868754 -1.899845 -0.738523 -0.2 0.2 0.2
C -1.396279 -0.729927 -1.519322 -0.3 -0.3 -0.7
H -1.663229 -3.557699 1.303786 0.1 -0.1 -0.2
H -1.861544 -4.483902 -0.221805 0.1 0.1 0.2
H -0.265568 -4.425391 0.594382 -0.3 0.2 -0.1
H -2.413073 -1.564198 0.168228 0.1 -0.1 -0.2
H -2.601856 -2.493012 -1.330221 0.1 0.1 0.1
H -0.569503 -0.871608 -2.218955 -0.1 0.0 0.4
H -2.145484 0.004019 -1.819660 0.2 -0.1 0.3
O 0.323918 1.649730 -0.594782 -0.8 1.5 -1.7
C 1.666105 1.413033 -0.236994 0.5 -0.5 -0.8
C 2.116444 1.985178 1.099448 -0.1 0.3 -0.1
O 1.957717 1.105327 2.187475 0.3 0.1 0.1
C 0.635570 0.963654 2.649764 -0.3 0.0 0.0
H 2.373575 1.772195 -1.008943 -0.4 0.1 0.1
H 1.784215 0.320742 -0.211022 0.2 0.1 0.2
H 3.192028 2.200773 1.016373 -0.2 -0.2 0.2
H 1.613241 2.947066 1.305174 0.0 -0.2 -0.1
H 0.682344 0.497846 3.642182 0.0 0.1 -0.3
H 0.137822 1.945301 2.738404 0.1 -0.2 0.0
H 0.038981 0.324427 1.981086 0.1 0.2 0.1
C 0.107883 2.266895 -1.951130 0.4 -1.1 1.7
H 0.521007 3.286442 -2.008227 0.0 -0.4 0.1
H -0.977234 2.295422 -2.101804 0.3 0.0 0.2
H 0.563598 1.612235 -2.712267 -0.1 0.3 0.2
```
Forces are in eV/Å.

C7H17O9Sr as an isolated structure. Source: the OMol25 dataset; level of theory: ωB97M-V/def2-TZVPD.

Summary:
gap between HOMO and LUMO (alpha / beta)	7.48 / 4.57	eV
multiplicity	2
HOMO energy (alpha / beta)	-0.2994 / -0.2994	Ha

```
34
Properties=species:S:1:pos:R:3:forces:R:3
Sr -0.139520 0.399376 0.011555 1.5 -1.9 1.0
C 3.001647 1.719250 3.094333 0.3 -0.9 -0.4
C 2.024039 0.950868 2.199362 0.1 1.0 0.0
O 2.298691 0.858548 0.963155 -0.5 0.0 0.0
O 0.956226 0.607406 2.738493 -0.7 -0.5 -0.5
H 3.918531 1.137212 3.187403 0.1 -0.1 0.0
H 2.565663 1.830619 4.087113 0.1 0.4 -0.2
H 3.293784 2.625862 2.564417 -0.2 0.2 0.4
C 1.194905 -3.491387 -2.140721 0.3 0.6 0.7
C 0.563475 -2.363652 -1.242624 0.3 -1.6 -1.8
O 0.875432 -2.176803 -0.091305 1.5 -0.4 3.4
O -0.225774 -1.590216 -1.787842 -2.4 1.8 -2.3
H 1.624381 -2.952901 -2.985514 0.1 -0.1 -0.1
H 0.537302 -4.256823 -2.552760 -0.5 0.3 0.2
H 1.982351 -4.013742 -1.597419 0.0 0.1 0.0
C -2.999830 -2.361428 0.890511 -1.5 -0.5 0.2
C -2.563082 -1.500309 2.028717 0.5 -1.4 -3.4
O -1.926118 -0.525914 1.748691 1.3 2.8 0.6
O -2.820444 -1.752841 3.233335 -0.5 -0.4 1.8
H -2.605371 -3.377545 0.888530 -0.2 0.1 0.2
H -2.852658 -1.884206 -0.078360 0.8 0.2 0.3
H -4.086505 -2.321804 0.965765 -0.3 -0.8 0.1
C 0.784829 2.275633 -2.609710 0.8 0.2 1.3
O 1.237770 1.094798 -1.945762 0.2 0.1 -0.5
H 0.928768 2.275647 -3.690163 -0.8 -0.4 0.0
H -0.185380 2.399018 -2.128509 -0.6 0.3 -1.2
H 1.336172 3.145502 -2.252693 0.4 0.1 0.1
H 1.914523 0.612462 -2.426331 0.1 0.1 0.0
O -2.446823 1.009949 -1.156162 0.1 0.1 0.2
H -2.627214 0.844087 -2.081465 0.1 -0.3 -0.4
H -3.026873 1.735387 -0.924847 -0.2 0.2 0.1
O -0.723117 2.697804 0.838857 -0.3 0.3 -0.3
H -0.190704 3.422565 1.166710 0.4 0.1 0.2
H -1.619079 2.927577 1.085238 -0.3 0.0 0.2
```
Forces are in eV/Å.

A 2-piece molecular cluster, C7H18 overall. Source: the OMol25 dataset; level of theory: ωB97M-V/def2-TZVPD.

Summary:
net charge	+1
gap between HOMO and LUMO (alpha / beta)	11.93 / 3.94	eV
multiplicity	2
HOMO energy (alpha / beta)	-0.5374 / -0.5281	Ha

```
25
Properties=species:S:1:pos:R:3:forces:R:3
C -0.715096 1.845135 -1.190196 -0.4 -0.4 -0.5
C -2.206767 1.475699 -1.393900 1.3 -0.6 -0.6
C -0.459818 3.305913 -0.909191 -1.1 0.7 0.5
H -0.218310 1.243080 -0.396664 -0.3 -0.1 0.1
H -0.203522 1.528022 -2.117756 0.0 0.1 0.4
H -2.488665 1.794735 -2.377220 0.0 0.4 -0.8
H -1.383486 3.773147 -0.474268 0.7 -0.2 -0.7
H -2.944925 1.967167 -0.780559 0.1 -0.3 0.9
H -2.246137 0.377926 -1.484218 -0.6 0.3 0.5
H 0.266589 3.512345 -0.136722 0.6 -0.2 0.0
H -0.141267 3.801065 -1.824722 -0.2 0.3 0.1
C 0.850549 -1.358389 1.162851 -1.5 0.9 -1.7
C 1.889764 -1.140594 0.085824 0.3 -1.0 0.0
C -0.531475 -1.411855 0.580232 0.5 0.3 0.7
C 1.225178 -2.774535 1.802964 1.5 -0.6 2.6
H 0.940862 -0.682340 2.013556 -0.3 0.0 0.3
H 2.039851 -1.997317 -0.571363 -0.7 -0.2 -0.9
H -0.598066 -2.109789 -0.250789 0.1 0.0 -0.1
H -1.204832 -1.724342 1.393771 -0.2 0.4 -0.2
H -0.886697 -0.416976 0.216683 -0.1 -0.2 0.2
H 1.841714 -3.332264 1.114906 -0.3 -0.5 0.0
H 1.809009 -2.542353 2.726468 0.0 -0.1 -1.0
H 0.340056 -3.255355 2.240792 -0.1 0.1 -1.0
H 2.867227 -1.287133 0.517883 0.6 1.1 0.6
H 1.635524 -0.282500 -0.584344 0.1 -0.3 0.6
```
Forces are in eV/Å.

C7H18BaF3O17S3 as an isolated structure. Source: the OMol25 dataset; level of theory: ωB97M-V/def2-TZVPD.

Summary:
net charge	-3
gap between HOMO and LUMO	1.96	eV
HOMO energy	0.1040	Ha

```
49
Properties=species:S:1:pos:R:3:forces:R:3
Ba 17.134670 6.169777 23.589540 -2.1 -1.7 1.7
S 13.918725 7.000021 22.015271 -4.3 -3.6 4.4
O 14.999842 7.297467 22.950068 3.0 2.0 2.0
O 12.641446 7.569774 22.598164 1.0 0.9 -1.4
O 14.320725 7.503156 20.752785 0.8 2.2 -4.6
O 13.781829 5.544689 22.058322 -0.1 -0.1 -1.4
S 15.696301 3.364203 24.389809 -3.2 -1.6 -2.0
O 15.377080 2.293583 25.332339 1.3 -0.8 1.2
O 17.057841 3.377624 23.802381 3.2 0.9 1.2
O 14.926625 3.160105 23.184758 -1.9 -0.9 -1.9
O 15.282765 4.647622 24.956044 1.4 2.0 0.9
C 18.581688 6.174902 28.790320 -1.4 -1.5 -1.9
F 18.418626 7.487875 28.478557 0.3 -0.3 0.7
F 19.874379 5.854997 28.577424 0.1 0.7 1.1
F 18.220123 5.981708 30.085332 0.8 0.5 -0.4
S 17.611597 5.014295 27.580150 -0.9 -0.1 -2.2
O 18.166074 3.714127 27.905990 -0.2 0.7 0.8
O 16.189900 5.247065 27.753711 1.4 0.1 1.2
O 18.087536 5.505876 26.271438 0.3 0.5 1.2
C 19.423658 4.620765 21.213676 -1.6 0.6 -0.5
C 17.959735 4.423727 20.690607 -0.5 -0.1 1.0
O 17.102586 5.515668 21.014443 0.9 0.5 -0.3
O 19.360467 4.912268 22.623487 0.6 -0.5 -0.9
H 19.867965 5.508103 20.762755 0.1 -0.3 -0.5
H 19.982640 3.713608 20.984101 0.2 -0.1 0.2
H 17.475398 3.627825 21.256327 0.4 -0.5 0.2
H 17.820612 4.180868 19.637151 0.7 0.0 -0.2
H 16.805509 6.040420 20.267463 -0.5 -0.2 0.0
H 20.260633 5.146146 22.861388 0.0 0.0 0.4
C 19.111376 9.127953 25.230096 1.1 -0.8 0.1
C 17.688196 9.026318 25.710953 -0.4 0.2 0.7
O 16.820369 8.750998 24.659655 -0.1 0.2 -0.4
O 19.557797 7.836211 24.744741 -0.5 0.5 0.3
H 19.766042 9.483367 26.025837 0.1 -0.2 0.4
H 19.259815 9.849086 24.426336 -0.5 0.3 -0.3
H 17.328785 9.963144 26.136727 0.6 0.5 0.4
H 17.499036 8.292730 26.494637 0.6 -0.3 -0.2
H 16.853264 9.573678 24.165984 -0.7 -0.3 -0.7
H 20.436734 7.910960 24.365957 0.0 0.1 0.1
C 18.899284 9.011787 21.671512 -0.7 -0.7 0.2
C 19.463469 8.869811 20.269800 0.3 -0.7 -0.5
O 19.390780 7.518548 19.875827 0.6 -0.6 0.0
O 17.650204 8.307202 21.867642 1.4 1.7 -0.9
H 18.790029 10.053348 21.973667 0.1 0.2 0.0
H 19.595801 8.508762 22.342281 0.2 0.1 0.0
H 20.521298 9.121962 20.344011 0.2 0.2 -0.2
H 19.046042 9.341367 19.380136 -0.4 1.3 0.7
H 18.452125 7.317932 19.892415 -0.3 -0.4 0.3
H 17.018041 9.025153 21.786956 -1.2 -0.7 0.0
```
Forces are in eV/Å.

A 2-piece molecular cluster, C7H18Br2N3O overall. Source: the OMol25 dataset; level of theory: ωB97M-V/def2-TZVPD.

Summary:
net charge	+1
gap between HOMO and LUMO	7.44	eV
HOMO energy	-0.4459	Ha

```
31
Properties=species:S:1:pos:R:3:forces:R:3
C 1.430402 -2.307216 -0.609691 -0.3 0.1 0.7
C 0.926224 -1.106785 0.332253 0.9 -1.1 -1.1
O 0.500737 -0.031466 -0.539469 -1.4 -0.5 1.7
C -0.639863 0.689945 0.005292 0.3 1.3 -0.8
C -1.887017 0.538611 -0.972771 0.5 1.5 -0.3
N -2.990441 -0.323470 -0.455202 1.9 -2.0 -0.9
C -2.645779 -1.722067 -0.396633 0.2 -0.1 -1.0
N -1.915798 -2.445647 -1.371195 -0.9 2.5 2.7
N -3.108487 -2.407176 0.674865 0.1 0.1 -1.3
H 1.288330 -3.287210 -0.039353 0.6 1.2 -0.7
H 2.513243 -2.117373 -0.884653 -1.4 -0.5 0.3
H 0.820167 -2.407043 -1.563748 0.8 0.4 1.1
H 1.824668 -0.745654 0.918101 -1.2 -0.5 -0.2
H 0.097320 -1.488928 1.019239 1.0 0.7 -0.8
H -0.343897 1.796452 -0.024376 -0.5 -1.5 0.1
H -0.849577 0.455482 1.092123 0.1 0.0 -1.3
H -1.486850 0.231883 -1.995508 -0.5 0.4 1.2
H -2.332251 1.584059 -1.095924 0.5 -1.5 0.1
H -3.856020 -0.190300 -1.007531 0.3 -0.2 0.9
H -1.215202 -3.068094 -0.947552 -0.6 0.0 -0.4
H -1.509934 -1.842196 -2.092820 -0.3 -0.4 0.1
H -3.586200 -3.288626 0.464808 0.8 0.1 0.7
H -3.040593 -2.008305 1.615124 -0.8 0.0 -0.7
Br 2.178611 4.683741 -0.574473 0.0 0.0 0.1
C 3.280889 3.617268 0.627570 0.0 0.0 -0.3
C 2.464601 2.552376 1.314274 0.1 0.0 0.3
Br 1.386016 3.304934 2.754253 -0.1 -0.1 -0.1
H 3.756645 4.309091 1.320984 -0.1 -0.1 0.0
H 4.043328 3.166946 -0.008969 -0.1 0.0 0.1
H 3.114476 1.822398 1.798890 0.0 0.1 -0.1
H 1.782250 2.034370 0.642089 0.2 0.1 0.0
```
Forces are in eV/Å.

C7H18BrI2LuOP2 as an isolated structure. Source: the OMol25 dataset; level of theory: ωB97M-V/def2-TZVPD.

Summary:
net charge	+2
gap between HOMO and LUMO (alpha / beta)	3.80 / 6.73	eV
HOMO energy (alpha / beta)	-0.5811 / -0.5773	Ha

```
32
Properties=species:S:1:pos:R:3:forces:R:3
I -2.641886 -0.755348 -4.443186 0.2 -0.1 0.1
I 1.556821 -2.337821 -2.310557 0.2 -0.8 -1.3
Lu 1.042373 -0.707247 -0.066330 -0.9 1.8 2.4
P 1.294741 1.791670 -0.922882 2.4 2.2 -0.4
C 1.200788 2.141167 -2.703573 -0.3 -0.7 0.2
C 0.645304 3.316766 -0.162663 -0.9 -0.3 0.3
H 1.242641 4.245270 -0.298667 -0.2 -0.9 -0.2
H 3.475091 3.000092 -0.799988 -0.3 -0.7 0.0
H 0.531734 3.120753 0.912298 0.0 0.2 -0.2
H 3.284451 1.721995 0.481391 0.1 0.2 -0.6
H 0.135109 2.284166 -2.924315 0.3 0.1 -0.3
H -0.357407 3.440355 -0.608094 0.3 0.3 0.4
C 3.109773 1.973380 -0.583088 0.0 -0.6 0.0
H 1.800841 3.028269 -2.935551 -0.2 -0.2 -0.1
H 3.621163 1.227651 -1.232482 0.1 0.6 0.4
H 1.564694 1.241770 -3.225328 -0.1 0.5 -0.2
P -1.073208 -1.837340 1.113258 -0.5 -2.1 2.1
C -2.128120 -2.958774 0.161008 0.4 0.4 -0.5
C -0.142773 -2.996470 2.210146 0.4 0.0 -0.4
H -1.688052 -0.272163 2.814056 -0.3 -0.1 0.0
H -2.681055 -1.746390 3.068823 0.5 0.1 -0.8
H -3.020915 -0.631249 1.679759 0.1 0.0 0.5
C -2.228517 -1.079659 2.302753 -0.1 1.0 -0.3
H 0.581698 -2.409880 2.803679 -0.3 -0.4 -0.1
H -0.816003 -3.561741 2.885081 0.3 0.3 -0.5
H -2.586515 -3.689297 0.831981 0.0 0.1 -0.2
H -1.493318 -3.436677 -0.598535 -0.4 -0.2 0.2
H 0.406502 -3.689612 1.538804 -0.2 0.1 0.6
H -2.872121 -2.327220 -0.336461 -0.1 -0.4 0.0
C -1.069361 0.504559 -0.340166 -3.9 1.8 -1.4
O -2.076573 1.011680 -0.610194 3.7 -1.8 1.2
Br 1.382102 0.387345 2.299021 0.0 -0.5 -0.9
```
Forces are in eV/Å.

C7H18ClI2OP2Ti as an isolated structure. Source: the OMol25 dataset; level of theory: ωB97M-V/def2-TZVPD.

Summary:
net charge	+3
gap between HOMO and LUMO (alpha / beta)	5.91 / 5.84	eV
HOMO energy (alpha / beta)	-0.7417 / -0.7457	Ha

```
32
Properties=species:S:1:pos:R:3:forces:R:3
I 0.245501 -1.142495 -3.651346 -0.5 1.6 0.9
I -0.247230 1.477807 -2.223170 0.6 -1.5 -1.3
Ti -0.011447 0.084321 0.163220 -0.1 -1.4 2.7
P -2.472475 -0.184639 0.091024 -1.8 -1.1 0.0
C -3.371743 1.334347 0.523206 0.8 0.5 0.1
C -3.050156 -0.654533 -1.540457 0.4 -0.3 -0.3
H -4.134155 -0.804004 -1.500601 0.1 0.2 -0.3
H -4.258616 -1.485917 1.040115 0.3 0.1 0.1
H -2.573433 -1.590995 -1.835397 -0.2 -0.2 0.1
H -2.723025 -2.385224 1.078953 -0.1 0.1 -0.1
H -3.091418 2.134751 -0.172895 -0.4 0.0 0.1
H -2.701340 0.077233 -2.276334 -0.7 0.0 0.1
C -3.180194 -1.403867 1.240283 0.5 -0.4 0.0
H -4.448207 1.100471 0.471922 0.4 0.1 0.0
H -2.975135 -1.130395 2.280593 -0.2 0.1 -0.2
H -3.085971 1.640839 1.539694 -0.3 0.0 -0.2
P 2.459687 -0.082713 0.103983 2.2 -1.1 0.0
C 3.321297 1.451437 0.551014 -0.9 0.6 0.0
C 3.212083 -1.288483 1.248256 -0.5 -0.4 0.0
H 2.639664 -1.481704 -1.812510 0.3 -0.1 0.2
H 4.180426 -0.640594 -1.481552 -0.2 0.2 -0.2
H 2.710093 0.176072 -2.253880 0.6 0.2 0.0
C 3.090462 -0.531686 -1.514055 -0.5 -0.4 -0.4
H 2.790759 -2.284741 1.082416 0.1 0.1 -0.1
H 4.293281 -1.338899 1.050473 -0.3 0.2 0.1
H 4.405061 1.254515 0.496101 -0.4 0.1 0.0
H 3.022840 1.746427 1.566205 0.3 0.0 -0.2
H 2.998477 -1.026993 2.289985 0.2 0.1 -0.2
H 3.014524 2.240358 -0.146412 0.4 0.0 0.1
C -0.021751 2.108344 0.659888 -0.1 8.8 0.1
O -0.037202 3.285406 0.634093 0.1 -7.0 0.6
Cl -0.000649 -0.654460 2.297192 0.0 1.0 -2.0
```
Forces are in eV/Å.

no.,largest force on an atom (Eh/bohr)
1,0.126
2,0.047
3,0.074
4,0.060
5,0.139
6,0.074
7,0.088
8,0.171